No. 1
ORCA calculation (wB97M-V/def2-TZVPD) on C36H56As2NP2Pt as an isolated structure.

Each line ends with the Löwdin charge.
Positions of all 98 atoms, in Å:
Pt -0.14430 0.26733 0.23761  0.55
C -0.51592 1.44903 5.07157  -0.09
C -0.68201 1.52452 3.54949  -0.54
C -0.36284 2.93270 3.05212  -0.11
P 0.21163 0.27954 2.52773  0.92
C 0.10313 -1.29948 3.46336  -0.53
C 0.87151 -2.40338 2.74200  -0.10
C -1.30693 -1.75328 3.81308  -0.11
C 1.98295 0.62662 2.53412  -0.30
C 2.70908 1.10870 3.62226  -0.04
C 4.06866 1.35209 3.54378  -0.28
C 4.84032 1.92327 4.69753  -0.05
C 4.69167 1.08460 2.32464  -0.03
C 4.01112 0.57111 1.24307  -0.02
C 2.63113 0.29808 1.32966  -0.32
N 1.86836 -0.20702 0.29149  -0.17
C 2.44856 -0.86268 -0.78856  -0.31
C 3.57296 -1.68884 -0.70496  -0.02
C 4.08946 -2.27683 -1.84446  -0.02
C 3.52749 -2.08675 -3.10434  -0.27
C 4.09383 -2.75940 -4.31971  -0.05
C 2.39547 -1.28472 -3.18382  -0.05
C 1.84658 -0.69238 -2.05249  -0.29
P 0.35444 0.33338 -2.03276  0.95
C 0.83896 2.01817 -2.59928  -0.53
C 1.86730 2.00504 -3.73283  -0.10
C 1.38353 2.84184 -1.43190  -0.12
C -0.82806 -0.36185 -3.27328  -0.51
C -0.88405 -1.88222 -3.12878  -0.10
C -0.65340 0.04012 -4.73831  -0.09
H -1.23821 2.11884 5.54151  0.09
H 0.46970 1.78177 5.38904  0.07
H -0.68623 0.45291 5.47638  0.07
H -1.72989 1.29765 3.33427  0.06
H 0.65874 3.20932 3.31600  0.08
H -1.03534 3.65685 3.51491  0.09
H -0.44432 3.02106 1.96475  0.04
H 0.64199 -1.05694 4.38859  0.11
H 0.40909 -2.63125 1.77766  0.06
H 0.86128 -3.31125 3.34659  0.09
H 1.90926 -2.12601 2.56039  0.07
H -1.78969 -2.19532 2.94048  0.02
H -1.94794 -0.95298 4.18514  0.07
H -1.26017 -2.52665 4.58093  0.09
H 2.20213 1.30736 4.55645  0.09
H 4.30540 1.78693 5.63748  0.08
H 5.01072 2.99388 4.56641  0.08
H 5.81560 1.44652 4.79717  0.08
H 5.75120 1.28906 2.21873  0.12
H 4.54634 0.39371 0.32273  0.11
H 4.04228 -1.88234 0.24872  0.12
H 4.96209 -2.91264 -1.74824  0.12
H 5.16432 -2.93225 -4.21367  0.08
H 3.94182 -2.15339 -5.21347  0.08
H 3.62066 -3.72816 -4.49378  0.09
H 1.93024 -1.12685 -4.14966  0.10
H -0.09292 2.46638 -2.96709  0.10
H 2.80142 1.56440 -3.38263  0.08
H 2.07800 3.03040 -4.03954  0.09
H 1.54287 1.45299 -4.61136  0.06
H 2.30158 2.39215 -1.04678  0.08
H 0.68539 2.90426 -0.59598  0.03
H 1.62092 3.84945 -1.77536  0.09
H -1.78917 0.04740 -2.95712  0.07
H -0.04550 -2.35397 -3.63993  0.08
H -1.80737 -2.26266 -3.56697  0.09
H -0.84512 -2.19723 -2.08596  0.03
H 0.26424 -0.35074 -5.17666  0.07
H -0.67151 1.12056 -4.88340  0.07
H -1.48626 -0.37703 -5.30757  0.09
C -4.11573 -2.20975 1.38436  -0.28
As -2.51048 -1.83743 0.28770  1.12
C -2.25080 -3.68550 -0.33387  -0.29
C -3.52415 -0.96062 -1.13776  -0.44
C -4.31427 -1.64101 -2.05429  -0.10
C -5.01345 -0.95434 -3.03770  -0.06
C -4.94544 0.42725 -3.10162  -0.06
C -4.17606 1.12426 -2.18191  -0.11
C -3.46106 0.43867 -1.20788  -0.43
As -2.27806 1.37799 0.02199  0.98
C -2.22512 3.19168 -0.66247  -0.26
C -3.50838 1.60204 1.51436  -0.25
H -4.78515 -2.86445 0.82531  0.03
H -4.64255 -1.27918 1.59373  0.02
H -3.84634 -2.68977 2.32280  0.02
H -2.91762 -3.95842 -1.14983  0.02
H -2.46153 -4.33448 0.51608  0.03
H -1.21934 -3.83879 -0.64177  0.01
H -4.39172 -2.72065 -2.01484  0.10
H -5.61764 -1.50086 -3.74998  0.11
H -5.48842 0.96321 -3.86860  0.11
H -4.13235 2.20384 -2.24951  0.09
H -1.74075 3.21363 -1.63645  0.02
H -1.65833 3.81187 0.02979  0.03
H -3.23818 3.58196 -0.74208  0.04
H -4.50257 1.78776 1.11017  0.05
H -3.20173 2.44983 2.12549  0.03
H -3.53107 0.69774 2.12163  0.01

Forces on the atoms, in the same order (eV/Å):
0.2 0.6 -0.1
0.0 0.0 0.0
0.0 0.0 0.1
0.0 0.0 -0.1
0.1 0.1 0.2
0.1 0.1 0.1
0.0 0.0 -0.1
-0.1 -0.1 -0.1
0.1 -0.1 -0.1
-0.1 0.0 0.0
0.0 0.0 0.0
0.0 0.0 0.1
0.1 0.0 0.1
-0.3 -0.1 0.0
0.0 0.2 0.2
-0.2 -0.3 0.1
-0.3 0.2 -0.5
-0.1 0.0 -0.1
0.0 0.0 0.0
-0.1 0.1 0.0
0.1 0.0 -0.1
0.1 -0.1 0.0
0.1 0.0 0.3
0.2 -0.3 -0.2
0.0 0.1 -0.1
0.0 0.0 0.0
0.0 0.0 0.1
0.0 0.0 0.0
0.0 0.0 0.0
0.0 0.1 0.0
0.0 0.0 0.0
0.0 0.0 0.0
0.0 0.0 0.0
0.0 0.0 0.0
0.0 0.0 0.0
0.0 0.0 0.0
0.0 0.0 0.0
0.0 0.0 0.0
0.0 0.0 0.0
0.0 0.0 0.0
0.0 0.0 0.0
0.0 0.1 0.0
0.0 0.0 0.0
0.0 0.0 0.0
0.0 0.0 0.0
0.0 0.0 0.0
0.0 0.0 0.0
0.0 0.0 0.0
0.0 0.0 0.0
0.0 0.0 -0.1
0.0 0.0 0.1
0.0 0.0 0.0
0.0 0.0 0.0
0.0 0.0 0.0
0.0 0.0 0.0
0.0 0.0 0.0
0.0 0.0 0.0
0.0 0.0 0.0
0.0 0.0 0.0
0.0 0.0 0.0
0.0 0.0 0.0
0.0 0.0 -0.1
0.0 0.0 0.0
0.0 0.0 0.1
0.0 0.0 0.0
0.0 0.0 0.0
0.0 0.0 0.0
0.0 0.0 0.0
0.0 0.0 0.0
0.0 0.0 0.0
0.0 0.0 -0.1
-0.3 -0.5 0.3
-0.1 0.1 0.0
0.1 0.2 -0.1
-0.1 0.0 0.0
0.0 -0.1 0.0
0.0 0.0 0.0
0.0 0.1 0.0
0.2 -0.1 0.0
-0.2 -0.2 0.0
-0.1 -0.1 0.0
0.1 0.0 0.1
0.0 0.0 0.0
0.0 0.0 0.0
0.0 0.0 0.0
0.0 0.0 0.0
0.0 0.0 0.0
0.0 0.0 0.0
0.0 0.0 0.0
0.0 0.0 0.0
0.0 0.0 0.0
0.0 0.0 0.0
0.0 0.0 0.0
0.0 0.0 0.0
0.0 0.0 0.0
0.0 0.0 0.0
0.0 0.0 0.0
0.0 0.0 0.0

## Properties
Spin multiplicity: 1
HOMO-LUMO gap: 7.18 eV
Charge: +1
ΔE to the lowest compared entry with this formula, charge and spin: 0.000 eV
Calculated total energy: -183230.7937 eV

No. 2
ORCA calculation (wB97M-V/def2-TZVPD) on C36H56BrLuN7O6PS2Se2 as an isolated structure at a distorted geometry.

Each line ends with the Löwdin charge.
Positions of all 112 atoms, in Å:
Lu 0.55439 0.53135 0.10822  1.33
N -1.25145 0.62482 1.83787  -0.05
C -1.11871 1.77311 2.73133  -0.31
C -2.28181 2.69627 2.62725  -0.16
C -2.41607 3.87708 3.52511  -0.17
C -2.57137 3.57427 5.03291  -0.14
N -1.22384 3.23690 5.55492  0.09
C -0.93659 3.03346 6.84546  -0.42
N -1.86990 3.10713 7.81238  0.21
N 0.31489 2.72379 7.18405  0.21
C 0.28751 2.37225 2.63259  -0.57
O 0.73509 2.89407 3.63778  0.05
O 0.94421 2.14807 1.53198  -0.21
H -2.08004 0.63552 1.22273  0.09
H -1.34780 -0.20883 2.43227  -0.04
H -1.04025 1.30617 3.70361  0.14
H -3.20522 2.06214 2.74621  0.15
H -2.37647 3.05659 1.61768  0.09
H -3.37280 4.40914 3.30187  0.14
H -1.63821 4.62939 3.39167  0.13
H -3.20462 2.71614 5.16571  0.12
H -2.99209 4.40780 5.65156  0.13
H -0.41232 3.25075 4.88377  0.11
H -2.71341 3.61791 7.58992  0.11
H -1.56902 3.08141 8.76515  0.12
H 0.93818 2.49183 6.44589  0.11
H 0.62389 2.56081 8.13233  0.14
C -0.77756 4.17171 -0.24483  -0.04
O -1.10319 2.79371 -0.37296  -0.17
C -2.23413 2.52121 -1.09943  -0.20
C -3.25765 3.36301 -1.43477  -0.06
C -4.23354 2.89168 -2.26283  -0.63
Br -5.55289 4.14992 -2.91661  0.75
C -4.37785 1.57954 -2.68856  -0.06
C -3.35599 0.70270 -2.28765  -0.06
C -2.28057 1.14307 -1.48973  -0.21
O -1.28006 0.33917 -1.01774  -0.38
C -3.33470 -0.65370 -2.89158  -0.11
N -2.24504 -1.35799 -2.64014  0.21
C -2.22260 -2.57472 -3.30459  -0.14
C -1.24711 -3.53806 -3.28410  -0.02
C -1.60662 -4.68318 -3.92871  -0.07
C -2.81429 -4.81066 -4.57775  -0.07
C -3.76467 -3.80803 -4.66043  0.02
C -3.47871 -2.64571 -3.93944  -0.13
N -4.13520 -1.42023 -3.70920  0.21
H -0.86813 4.70177 -1.21474  0.12
H 0.28538 4.22321 0.02299  0.09
H -1.41716 4.63630 0.53947  0.11
H -3.34898 4.32497 -1.01683  0.11
H -5.15886 1.21153 -3.30488  0.10
H -1.54938 -0.95578 -2.11281  0.03
H -0.29263 -3.41062 -2.81284  0.05
H -0.89410 -5.54677 -3.90074  0.14
H -3.06532 -5.71160 -5.08694  0.11
H -4.63129 -4.01266 -5.20508  0.10
H -5.11189 -1.27026 -3.97395  0.19
C -3.73095 -3.91660 2.31522  -0.40
Se -2.22163 -2.85627 1.75690  0.89
C -1.02900 -3.93770 2.82637  -0.58
C 0.44224 -3.52927 2.77022  -0.52
Se 0.67712 -1.57684 2.96921  0.89
C 2.51597 -1.35031 3.64533  -0.36
H -3.66447 -4.84671 1.77907  0.03
H -4.64436 -3.50535 2.00439  0.00
H -3.76236 -4.04483 3.37106  0.03
H -1.14940 -4.98427 2.47502  0.09
H -1.43784 -3.91733 3.81804  0.06
H 0.83853 -3.96006 1.83896  0.03
H 0.93820 -3.99645 3.62609  0.08
H 2.73062 -2.07031 4.45912  0.05
H 2.44778 -0.34059 3.99090  0.00
H 3.26792 -1.36329 2.87129  -0.02
C 1.50665 4.05095 -5.42382  -0.04
C 1.47321 3.22806 -4.17393  -0.25
C 2.11368 3.60254 -2.96362  0.02
C 1.89732 2.80226 -1.84161  -0.12
N 1.13675 1.66918 -1.84964  -0.07
C 0.59341 1.36186 -3.02999  -0.12
C 0.78473 2.06078 -4.20311  -0.02
H 2.01624 3.56563 -6.21902  0.08
H 2.06683 4.97504 -5.32183  0.08
H 0.52951 4.31643 -5.90518  0.11
H 2.76943 4.48590 -3.01156  0.13
H 2.33217 3.03289 -0.83480  0.12
H -0.04337 0.45615 -3.07216  0.11
H 0.35659 1.74499 -5.17240  0.14
C 5.41971 -0.29648 -2.44656  -0.07
C 4.25915 -0.79492 -3.29528  -0.35
C 4.62570 -1.93084 -4.26485  -0.02
O 2.98291 -1.25037 -2.59816  -0.32
P 2.76282 -1.50348 -1.05043  0.00
S 0.73396 -2.02341 -0.85093  0.30
S 3.25281 0.01768 0.19965  0.31
O 3.70732 -2.72693 -0.81383  -0.29
C 3.75420 -3.42534 0.42765  -0.46
C 5.25354 -3.54896 0.81197  -0.01
C 2.91820 -4.71391 0.34095  -0.04
H 6.23112 -0.02899 -3.12243  0.10
H 5.76643 -1.07431 -1.75164  0.08
H 5.15753 0.57707 -1.84470  0.04
H 3.80095 0.03177 -3.84616  0.13
H 5.40690 -2.49214 -3.81265  0.07
H 4.89346 -1.61238 -5.25385  0.08
H 3.78749 -2.56824 -4.45102  0.08
H 3.33367 -2.80120 1.20243  0.08
H 5.78947 -4.17761 0.04580  0.11
H 5.28320 -4.09036 1.74697  0.08
H 5.66927 -2.56809 0.91352  0.07
H 3.31921 -5.37585 -0.39281  0.07
H 1.85848 -4.46902 0.03902  0.05
H 2.85946 -5.27308 1.27806  0.09

Forces on the atoms, in the same order (eV/Å):
-0.5 0.0 0.6
-0.5 -0.7 -0.7
0.8 -0.9 0.3
-1.9 -0.7 -0.2
-1.4 1.6 1.5
1.3 0.3 0.3
0.3 0.1 0.9
-0.3 0.1 -0.5
-0.1 0.3 -1.0
0.0 -0.1 0.3
0.4 -0.9 -1.7
0.5 0.9 0.7
-0.4 0.3 0.9
0.4 0.3 0.5
-0.1 0.3 -0.7
-0.4 0.2 0.7
0.7 0.4 0.1
0.2 0.1 -0.6
0.7 -0.4 -0.3
0.2 -0.1 0.0
-0.5 -0.5 0.1
0.3 -0.4 -0.9
-0.5 -0.2 0.3
0.1 -0.2 0.3
-0.1 0.0 0.3
0.6 -0.1 -0.4
-0.2 0.1 -0.2
0.3 0.7 0.0
-0.6 0.3 -0.3
0.6 -1.9 0.0
0.9 -0.3 0.4
-2.8 -0.3 -1.6
0.4 -0.4 0.4
1.8 0.9 1.1
-0.7 -0.7 -1.0
1.4 -0.5 1.1
-2.0 1.1 -1.1
0.4 -0.5 0.5
-1.8 -1.4 -2.3
-1.2 1.4 0.6
-0.2 -0.1 -0.2
1.6 -1.8 0.1
-0.8 0.2 -0.5
1.0 0.4 1.1
0.9 -0.4 -0.3
0.1 0.3 0.6
-0.3 -0.3 0.5
-0.4 -0.1 0.3
0.5 -0.1 -0.6
0.2 1.2 0.1
-0.6 0.2 -0.5
2.4 1.0 2.0
0.1 0.1 0.2
-0.8 0.9 -0.2
0.1 -0.6 -0.2
-1.4 0.1 -0.7
0.7 0.3 0.3
0.5 -0.4 -0.6
-0.1 0.4 -0.3
0.3 -0.6 -0.3
-0.2 -0.5 -0.1
0.6 -0.5 0.0
-0.5 -0.9 0.2
0.2 -0.6 0.1
-1.2 1.0 -0.4
0.2 -0.2 0.8
0.3 0.6 0.1
0.0 0.2 0.6
0.2 0.7 0.3
0.1 0.1 -0.2
-0.2 0.6 -0.5
0.2 0.6 0.6
0.0 -0.3 -0.3
-0.3 1.2 -0.4
0.7 1.4 0.2
-0.4 -0.3 -0.6
0.6 0.0 0.8
0.3 1.5 -1.0
-0.6 -1.7 -0.3
-0.9 -0.8 -0.4
0.6 -0.9 -0.6
-0.1 0.2 0.4
0.5 -0.4 1.0
-0.5 -0.5 0.6
-0.2 -0.1 -1.1
0.6 0.6 0.2
0.0 -0.1 0.9
-0.5 -0.3 0.5
-1.1 0.1 -0.9
-0.5 0.7 0.7
0.7 0.3 0.8
-1.3 0.4 -0.4
1.8 0.6 -0.1
-0.4 -0.5 -0.4
0.1 -0.4 -0.4
0.8 -0.7 1.1
-1.2 -1.8 -1.3
-0.9 0.8 0.0
0.0 -0.1 0.0
0.0 0.1 -0.3
0.0 -0.1 -0.2
0.5 0.1 -0.1
0.7 -0.7 0.1
0.6 0.6 -0.3
-0.7 -0.4 0.3
-0.5 0.4 0.2
-0.4 0.8 0.7
0.3 0.0 0.4
0.4 0.5 0.0
0.4 -0.5 -0.7
1.1 -0.2 0.2
0.2 0.3 0.1

## Properties
Spin multiplicity: 1
HOMO-LUMO gap: 7.85 eV
Charge: +2
ΔE to the lowest compared entry with this formula, charge and spin: 0.670 eV
Calculated total energy: -326268.4794 eV

| no. | E_HOMO (Eh) |
| --- | --- |
| 1 | -0.3355 |
| 2 | -0.4510 |